[1]
{"formula": "C19H59Li2N20O20", "method": "ωB97M-V/def2-TZVPD", "species": ["C", "H", "H", "O", "H", "H", "N", "C", "O", "H", "H", "H", "H", "H", "N", "H", "O", "H", "H", "H", "N", "C", "O", "H", "H", "H", "H", "N", "N", "O", "O", "C", "N", "H", "H", "N", "O", "H", "H", "C", "N", "H", "H", "N", "N", "N", "N", "H", "H", "O", "H", "C", "Li", "H", "H", "Li", "O", "H", "N", "N", "N", "H", "C", "H", "H", "H", "N", "H", "N", "H", "H", "H", "O", "O", "H", "H", "C", "O", "C", "O", "H", "O", "C", "N", "C", "H", "H", "H", "H", "C", "N", "O", "H", "H", "H", "H", "H", "H", "O", "H", "O", "H", "O", "N", "C", "H", "C", "O", "C", "C", "H", "H", "O", "C", "H", "C", "H", "H", "C", "H"], "positions_angstrom": [[-3.5149, -3.5917, 3.0451], [1.4776, 5.1814, -1.4984], [4.9437, -5.7379, -4.9166], [0.3775, -3.0815, 0.1665], [-0.1169, 5.8225, -2.0993], [1.9284, -0.9849, 2.0042], [1.8207, 2.2125, -4.3954], [0.3750, -1.5506, -4.0728], [-0.6088, 5.0043, 0.7400], [-4.2910, -0.5910, -0.8791], [-0.0279, 2.7897, -1.9684], [1.2337, -5.3052, -2.1425], [1.4212, 4.3561, 2.8761], [-1.7514, 3.3885, 0.6748], [-0.6460, 0.4651, 3.7008], [-5.1157, -2.1289, -0.4976], [2.0329, 4.3919, 2.1407], [-1.2504, 4.5751, -2.2923], [0.2365, -4.1267, 3.1747], [-5.4623, -3.4808, 3.1959], [3.4338, 0.8940, -4.4822], [0.8033, -1.9453, 0.0762], [3.1291, -3.9704, -3.2270], [0.7610, -3.3112, 2.0121], [3.5611, 2.0878, 0.6860], [2.1983, -0.8468, -4.7235], [-2.9880, 4.9223, 1.3181], [-0.8119, 4.8194, 5.6603], [3.0847, -0.3007, 4.7631], [-2.7885, -3.4440, -1.0661], [-2.5191, -3.2128, 2.5011], [-4.0424, -2.2285, -2.8601], [-1.4045, -1.3567, 4.2159], [-2.8153, -5.0417, 4.4405], [-3.6989, -1.4938, 0.5054], [2.3854, -1.0396, 2.9032], [-0.2976, -2.4188, -3.5027], [-4.8770, -2.8858, 1.7283], [1.8177, 1.8349, -3.4587], [-0.9509, -0.2857, 4.6969], [-0.0770, -0.3718, -4.3681], [3.9103, 2.0996, 2.1590], [0.6359, -4.1057, -1.4386], [1.0285, 4.8773, -0.6463], [-1.7599, 4.0685, -3.0022], [-3.6405, 4.2600, 1.7127], [-0.8249, 2.2866, -2.3314], [-0.7764, 1.2865, -2.4632], [-0.0951, 1.3271, 1.1974], [0.9847, -3.5981, 2.8974], [-2.2796, 4.4725, -3.7682], [1.9862, -1.6503, -0.7223], [-1.7458, -2.8795, 0.7632], [-4.4921, 4.5327, 2.1822], [2.1115, -2.4388, -3.9962], [5.4318, -0.9103, -1.7646], [2.5173, 1.1936, 3.2313], [-0.0552, 1.2247, 4.0076], [-0.6423, 6.0153, -1.2585], [1.6554, -1.6006, -4.3270], [2.6679, -5.4503, -4.7604], [2.8873, 0.3527, 5.5075], [1.5611, 0.7974, -0.1760], [-1.0265, -0.0763, -4.1910], [3.2628, -1.2850, 4.9027], [2.9682, -6.0416, -5.5223], [-4.6609, -3.1468, 2.6797], [-1.2011, 4.6316, 3.3291], [-0.8460, 3.7718, 3.7226], [1.7145, -5.1172, -4.7497], [1.8105, 3.6297, 1.6062], [4.3003, 0.5462, -4.8673], [4.3040, 2.1391, 1.2875], [-1.0544, -1.0717, 1.2899], [-3.3290, -2.3912, -3.6679], [5.4241, -4.7440, -3.4961], [-1.8803, 2.7676, -2.9388], [2.8675, -4.3241, 0.5669], [-3.4059, 3.0103, 1.7766], [-0.1338, 2.7257, 5.4483], [3.2490, 0.8237, -3.4918], [3.4281, -0.1926, -1.5241], [0.4294, 0.5976, 0.5981], [-3.5537, -4.4962, 4.0196], [-3.3246, -2.2482, -1.5187], [-1.3051, 5.6180, 5.2874], [1.9292, -4.3720, 0.7502], [0.4864, 0.2777, -4.8980], [-1.5645, -2.1248, 4.8520], [-0.0776, -0.7456, 0.6162], [4.7648, -5.0532, -4.1959], [1.8945, 2.0223, -0.3185], [-2.0705, 1.7585, 1.3479], [-0.6955, 0.1551, 2.7408], [-1.6151, -1.3757, 3.2283], [-0.9637, 2.8650, 3.2937], [-0.6540, 4.7224, 6.6531], [2.4366, -2.4170, -1.3352], [-0.8700, 0.0095, 5.8788], [-4.4108, -4.2808, 4.5085], [-2.6654, 2.1353, -3.6304], [2.9479, -4.5987, -0.3465], [-4.1640, 2.1666, 2.3052], [-2.3672, 2.6677, 1.0230], [-0.1552, 5.3501, -0.3434], [-4.4556, -1.2355, -3.0374], [2.7018, 1.6797, -5.2176], [2.9467, 2.0231, -6.3593], [2.7508, 0.0514, 3.5844], [-4.1656, -1.5952, -0.4743], [2.4993, -1.9584, 3.3068], [1.2480, 3.0087, -4.6368], [0.3969, -4.9163, -1.8882], [-0.5558, 3.7410, 4.9449], [-4.7880, -3.0179, -2.9552], [3.4922, -4.7690, -4.0077], [-1.5535, 6.4215, -1.1015], [-2.4356, -1.6273, -1.6291], [2.3225, -0.3336, -0.8515], [1.3413, 4.0658, -0.1328]], "forces_ev_per_angstrom": [[2.32, -1.19, 0.08], [0.48, -0.42, 0.41], [0.87, 0.14, 0.56], [-1.78, -1.52, 1.18], [-1.07, 1.46, -0.59], [0.49, 0.25, 0.29], [-3.25, 1.64, 1.17], [-1.43, -1.63, 1.99], [-2.30, 0.50, 1.08], [-0.46, 0.11, 0.44], [-0.29, -0.08, 0.04], [0.18, -0.04, -0.13], [-0.26, -0.16, 0.20], [0.49, -0.34, 0.27], [2.17, 5.38, -2.82], [-0.22, 0.21, 0.52], [0.40, 0.44, -0.06], [-0.71, -0.16, -0.65], [-0.21, -0.01, 0.11], [-0.13, 0.12, -0.42], [3.23, -3.68, 1.05], [1.53, 2.50, -3.13], [-1.47, 3.65, 3.82], [-0.29, 0.12, -0.31], [-0.35, 0.04, -0.26], [-0.20, -0.26, 0.26], [-0.16, -0.06, 0.20], [-0.23, 2.63, 1.83], [2.49, -0.57, 5.14], [-0.29, 0.29, -0.01], [3.34, 0.13, -2.14], [0.65, -0.50, -0.53], [-2.96, -6.84, -0.89], [0.01, 0.75, -0.18], [-0.12, -0.14, 0.06], [0.03, -1.59, -2.44], [0.36, 0.10, -0.41], [0.52, 0.36, 0.28], [-0.60, 0.70, -0.04], [0.18, 1.92, 3.50], [-2.56, 4.29, -1.14], [-0.39, -0.09, 0.42], [-0.11, 0.41, 0.14], [2.89, -1.31, -1.21], [-1.24, 3.69, -0.72], [-2.10, 5.21, 0.90], [1.52, -3.69, 1.69], [0.58, -0.02, 0.72], [0.41, 0.36, -0.43], [0.39, -0.29, 0.44], [-0.04, 0.58, 0.60], [-3.31, 0.13, 1.87], [0.33, -0.03, 0.14], [0.28, 0.48, -0.18], [0.33, 0.10, -0.07], [-1.71, 0.57, 0.52], [0.30, 1.14, -0.53], [0.14, 0.42, -0.45], [-3.69, 4.74, -4.85], [3.28, -2.17, -0.49], [-2.50, -1.43, -1.94], [0.37, -0.34, 0.09], [-0.27, 3.53, 0.06], [0.00, -0.36, -0.19], [-0.20, 0.54, 0.78], [-0.21, 0.18, 0.24], [-5.31, 1.25, -0.70], [-0.10, -0.59, -0.56], [-1.37, 0.92, -6.32], [-0.06, -0.21, -0.13], [0.07, -0.51, 0.19], [-0.27, 0.03, 0.11], [1.02, 0.01, -0.38], [-1.87, -1.12, -0.21], [0.14, -0.12, 0.06], [0.02, -0.38, -0.48], [0.39, -0.48, -2.25], [0.73, -0.19, 0.19], [-1.62, -4.54, -0.08], [1.17, -1.18, 1.24], [0.61, -0.42, 0.14], [0.54, 1.83, -0.32], [-0.82, -4.01, -0.57], [-1.32, -0.57, 1.67], [0.77, -0.56, -0.60], [0.13, -0.25, 0.33], [-0.28, -0.04, 0.02], [-0.30, -0.06, 0.18], [-0.32, 0.10, -0.50], [2.52, 1.45, 0.92], [2.45, -0.69, -0.65], [0.94, -1.25, -0.80], [0.64, -0.05, -0.76], [0.34, 0.01, 0.57], [0.06, -0.85, 0.49], [-0.09, 0.42, -0.37], [-0.09, 0.26, -0.30], [0.20, 0.01, 0.29], [0.48, -0.32, 0.91], [0.39, -1.29, 1.01], [-0.51, -0.70, 0.40], [-0.05, -0.05, -0.27], [1.00, 1.07, -0.08], [1.38, -1.95, -0.24], [3.22, -4.50, 6.27], [-0.26, -0.12, 0.12], [0.92, 2.71, -1.56], [-0.45, -0.38, -0.65], [-3.11, 0.56, -2.78], [-0.35, 0.69, 0.04], [-0.40, 0.20, -0.35], [0.05, -0.40, -0.02], [-0.14, -0.79, -0.15], [0.79, -1.78, 4.13], [-0.23, 0.17, 0.22], [1.04, -1.31, -1.30], [0.16, 0.21, -0.87], [0.64, 0.31, -0.07], [2.59, -1.65, -0.77], [0.46, 0.15, -0.28]], "s2": 0.7540, "homo_lumo_gap_ev": 5.904, "spin_multiplicity": 2}

[2]
{"formula": "C7H15N3O", "method": "ωB97M-V/def2-TZVPD", "species": ["H", "H", "H", "H", "C", "O", "H", "H", "C", "H", "C", "H", "H", "H", "H", "H", "N", "C", "N", "C", "C", "H", "N", "C", "H", "H"], "positions_angstrom": [[3.1989, 0.9636, -0.5198], [0.0895, -2.2495, -1.5582], [3.5551, -1.1469, 0.2406], [-2.7867, -1.7130, 1.0220], [0.0523, 2.1352, -0.4140], [2.9264, -1.0991, -0.4648], [2.0881, 0.4026, 1.6312], [-1.4254, -0.8321, 1.7434], [-2.3536, -0.7153, 1.1558], [-1.2694, -2.7922, -0.5337], [1.5206, 0.4839, 0.7364], [0.6960, -0.2356, 0.7753], [0.3316, 2.0670, 1.6402], [-1.0036, -0.2903, -1.8927], [-3.0607, -0.0876, 1.6932], [0.1027, -1.9183, 0.1882], [-1.2077, -0.7244, -0.9999], [-2.0788, -0.0537, -0.1739], [-0.6259, 2.3052, -1.3467], [2.4026, 0.2137, -0.4745], [-0.5477, -1.9752, -0.6992], [1.8213, 0.3032, -1.4040], [-2.6650, 1.0453, -0.4415], [0.9228, 1.8938, 0.7384], [-2.3989, 1.3690, -1.3611], [1.7155, 2.6509, 0.7192]], "forces_ev_per_angstrom": [[0.09, 0.01, -0.04], [-0.29, 0.12, 0.45], [0.62, -0.21, 0.62], [0.08, 0.13, 0.01], [-1.02, 0.56, -2.01], [-0.44, 0.04, -0.54], [0.62, -0.27, 0.88], [-0.35, 0.02, -0.14], [0.32, -0.03, 0.06], [0.23, 0.20, -0.09], [-0.84, 0.23, -0.75], [0.32, 0.13, 0.02], [0.04, -0.05, -0.01], [-0.09, -0.12, 0.35], [0.09, -0.06, 0.02], [-0.18, -0.10, -0.31], [0.28, 0.18, -0.43], [-0.55, -0.29, 0.36], [2.22, 0.17, 1.59], [-0.44, 0.14, -0.23], [0.05, -0.44, -0.14], [0.10, 0.00, 0.28], [-0.56, -0.70, 0.29], [-0.04, 0.25, -0.13], [-0.15, 0.16, -0.13], [-0.09, -0.07, 0.02]], "homo_lumo_gap_ev": 8.993, "smiles": "[H]/N=C(/C)NC.N#CCCCO", "spin_multiplicity": 1, "e_above_lowest_kcal_mol": 0.51}

[3]
{"formula": "C18H24N6O2S", "method": "ωB97M-V/def2-TZVPD", "species": ["C", "N", "H", "C", "H", "H", "C", "C", "N", "H", "N", "C", "H", "N", "H", "H", "N", "H", "H", "C", "C", "C", "H", "H", "H", "H", "O", "C", "C", "C", "N", "H", "H", "H", "C", "H", "C", "C", "C", "S", "H", "H", "C", "H", "C", "C", "H", "H", "H", "H", "O"], "positions_angstrom": [[2.3636, 2.7243, 0.3430], [1.4411, -2.1005, 0.5840], [-2.0247, -3.6530, -1.2245], [3.3080, 0.4029, 0.4024], [-0.7739, 3.4139, 0.2015], [1.1042, -1.3987, 2.4784], [-1.4737, -2.7372, -1.0033], [1.8125, -2.0656, 1.9774], [-1.8395, -0.4260, -1.7381], [3.5587, -1.8256, 3.2336], [3.6365, -0.4862, -0.5155], [-0.4371, -0.2162, -2.0312], [-1.3936, 1.4071, 3.9163], [3.4167, 0.1046, -1.6814], [-3.3220, 2.6160, -1.4524], [-0.3601, -2.7556, -2.8453], [2.8976, 1.5290, -0.2271], [-3.0339, -0.0805, 2.8225], [3.0917, 3.1778, 1.0166], [-0.9918, 2.5097, 2.1261], [-1.6184, 1.5229, 2.8657], [-2.8203, 0.8306, 0.9045], [1.4567, 2.4736, 0.8984], [-1.2806, -2.7230, 0.0735], [-2.6265, 0.8725, -3.1651], [-3.7324, 0.3239, -1.8889], [-3.6030, -1.6861, -1.1312], [-2.4002, -1.5732, -1.3013], [-1.2673, 2.6414, 0.7775], [-2.7180, 0.6737, -2.0894], [2.9845, 1.2876, -1.5352], [-0.2848, 3.1757, 2.6023], [0.4855, -3.4979, -1.4895], [3.9385, -1.9886, 1.4946], [0.7546, -1.0934, -0.0096], [-0.1351, 0.7344, -1.5809], [-2.5349, 0.6892, 2.2510], [0.4797, -1.3145, -1.4983], [-2.4435, 1.9755, -1.3240], [3.3579, 0.2407, 2.1182], [-3.5430, 0.1730, 0.4478], [1.7095, -3.0748, 2.3893], [3.2402, -1.5776, 2.2224], [1.4425, -1.2391, -2.0184], [-0.1662, -2.6697, -1.7736], [-2.1750, 1.7991, 0.1477], [-1.5988, 2.5012, -1.7764], [1.8958, -2.7872, 0.0042], [-0.3127, -0.1347, -3.1204], [2.1318, 3.4064, -0.4720], [0.4032, -0.1017, 0.5942]], "forces_ev_per_angstrom": [[-0.32, 0.44, 0.22], [-0.06, -0.32, 0.16], [-0.04, 0.12, 0.07], [-0.07, 0.47, -0.43], [0.05, 0.05, -0.08], [0.08, -0.18, 0.00], [-0.05, -0.07, -0.15], [0.04, 0.00, 0.20], [0.00, 0.32, -0.13], [0.06, 0.01, -0.01], [0.27, -0.18, 0.97], [0.47, 0.03, -0.01], [0.00, -0.01, 0.08], [0.13, -0.20, -0.96], [0.06, 0.02, -0.11], [0.06, -0.04, -0.02], [0.66, -1.50, 0.47], [-0.05, -0.05, 0.04], [-0.02, 0.04, -0.08], [0.04, 0.07, 0.06], [0.05, 0.00, 0.13], [0.00, 0.04, -0.01], [0.05, 0.04, -0.06], [-0.03, -0.04, 0.01], [-0.06, -0.02, 0.07], [0.16, 0.08, -0.12], [-0.31, -0.18, 0.13], [0.09, -0.45, 0.09], [-0.07, 0.00, -0.01], [-0.32, 0.13, 0.02], [-0.40, 1.08, -0.60], [0.05, 0.05, 0.04], [-0.01, -0.01, -0.07], [0.04, -0.09, 0.13], [0.13, -0.33, -0.37], [0.00, -0.08, -0.10], [-0.05, -0.06, 0.07], [-0.15, 0.21, -0.19], [0.02, -0.13, -0.07], [0.18, -0.11, 0.40], [-0.08, -0.12, -0.11], [-0.02, 0.07, 0.01], [-0.26, 0.32, -0.16], [-0.15, 0.02, 0.07], [0.00, 0.03, 0.19], [0.02, 0.16, -0.05], [-0.04, 0.06, 0.03], [-0.08, 0.09, -0.07], [0.04, 0.00, 0.09], [0.01, -0.01, 0.06], [-0.15, 0.23, 0.13]], "homo_lumo_gap_ev": 9.277, "smiles": "Cn1nnnc1SCCNC(=O)[C@H]1CCC(=O)N(CCc2ccccc2)C1", "spin_multiplicity": 1, "e_above_lowest_kcal_mol": 33.59}

[4]
{"formula": "C8H16ClIN2OPYb", "method": "ωB97M-V/def2-TZVPD", "species": ["H", "H", "C", "C", "H", "H", "C", "C", "H", "H", "I", "C", "H", "C", "Yb", "P", "H", "H", "N", "O", "H", "C", "H", "H", "C", "N", "Cl", "H", "H", "H", "H"], "positions_angstrom": [[-1.0235, -4.6199, -2.4950], [0.3877, -4.3117, -3.5777], [1.8640, 0.2343, 0.3908], [0.2016, 0.0489, 3.7572], [0.5670, -5.4004, -2.1491], [-1.4818, 2.0118, -3.3289], [0.2433, -0.9343, 4.7820], [0.0635, -4.5118, -2.5501], [1.7409, 1.2915, -2.5439], [0.3489, -0.7345, 5.8166], [0.6238, -2.8198, -1.3329], [0.1207, -2.1654, 4.1440], [-2.3450, 1.0934, -2.0412], [-0.8633, 3.5522, -0.8511], [-0.3103, 0.4357, 0.7260], [-0.2100, 1.9639, -1.3412], [-1.0010, 4.1478, -1.7593], [1.1125, 2.9029, -3.0231], [0.0626, -0.5536, 2.5331], [3.0558, 0.0577, 0.2739], [-0.9950, 0.3286, -2.9254], [-1.3688, 1.2828, -2.5195], [-1.8258, 3.4337, -0.3256], [-0.0939, -2.6080, 2.0558], [1.3098, 2.2382, -2.1763], [0.0113, -1.9553, 2.8209], [-2.4621, 0.8259, 0.8794], [-0.1638, 4.0681, -0.1713], [0.2657, 1.1074, 3.8648], [0.1114, -3.1154, 4.5752], [2.0538, 2.7053, -1.5081]], "forces_ev_per_angstrom": [[0.34, 0.13, 0.05], [-0.04, 0.16, 0.46], [12.90, -1.69, -1.51], [-0.08, -2.87, 0.07], [-0.09, 0.52, 0.04], [-0.12, -0.20, -0.04], [-0.12, 0.82, -1.82], [-0.39, -0.52, -0.35], [-0.22, 0.35, 0.04], [0.04, -0.03, 0.67], [0.17, 0.14, 0.13], [0.02, 2.07, -0.85], [0.39, 0.19, -0.25], [-0.23, 0.70, 0.33], [-1.04, -1.00, -0.42], [-0.04, 0.33, -0.23], [-0.06, 0.16, 0.21], [0.35, -0.05, -0.03], [0.77, -2.96, 3.75], [-9.14, 1.39, 0.85], [-0.10, 0.37, 0.05], [-0.50, -0.43, -0.42], [0.35, 0.06, -0.34], [0.03, -0.12, 0.17], [1.17, 0.32, -0.76], [0.27, 2.41, 0.27], [-4.02, 0.75, 0.21], [-0.23, -0.11, -0.34], [0.01, 0.57, -0.03], [-0.07, -1.39, 0.38], [-0.32, -0.07, -0.29]], "s2": 0.7512, "homo_lumo_gap_ev": [7.308, 7.324], "spin_multiplicity": 2, "total_charge": 2, "e_above_lowest_kcal_mol": 20.27}